221
Properties=species:S:1:pos:R:3:forces:R:3:mulliken_charge:R:1 method="wB97M-V/def2-TZVPD" de_lowest_ev=8.308 gap_ha=0.3432
C -5.441 5.158 1.662 -0.913 -0.049 -0.646 -1.388
C -4.488 5.915 2.538 -1.124 0.462 -1.136 0.378
C -5.201 6.280 3.794 0.142 0.005 1.503 -0.658
O -6.355 7.060 3.590 -0.427 -0.230 -0.927 -0.306
C -6.994 7.477 4.784 0.473 -0.099 -0.663 -0.702
N -3.271 5.167 2.770 0.811 0.563 0.214 -0.694
H -6.373 5.699 1.497 -0.002 0.216 0.105 0.353
H -5.741 4.237 2.160 0.206 -0.379 -0.245 0.330
H -5.017 5.006 0.669 0.092 -0.452 0.078 0.354
H -4.368 6.880 2.046 1.028 0.024 -0.203 0.321
H -4.530 6.845 4.442 0.292 -0.167 0.293 0.364
H -5.458 5.325 4.252 -0.212 -0.142 0.662 0.283
H -6.379 8.273 5.203 -0.118 -0.019 0.593 0.279
H -7.125 6.624 5.450 0.070 0.089 0.322 0.304
H -7.976 7.876 4.527 0.100 -0.020 -0.099 0.238
H -3.406 4.168 2.828 -0.506 -0.073 0.174 0.266
H -2.637 5.273 1.991 0.094 0.254 -0.025 0.277
C -0.408 -2.152 0.761 -1.348 0.844 -0.577 -1.488
C -1.827 -1.440 0.647 -0.452 -0.914 0.158 0.423
C -2.859 -2.196 -0.251 0.497 0.833 0.794 -0.742
O -4.004 -1.346 -0.407 1.569 0.727 0.753 -0.290
C -4.995 -1.910 -1.160 -1.027 -0.922 -0.912 -0.738
N -2.395 -1.157 1.985 1.183 -0.007 -0.229 -0.535
H -0.498 -3.165 1.154 0.145 0.145 0.310 0.395
H 0.269 -1.497 1.310 -0.214 -0.273 0.597 0.386
H 0.097 -2.210 -0.203 -0.389 -0.145 -0.313 0.413
H -1.654 -0.501 0.121 -0.031 0.193 0.016 0.156
H -3.251 -3.118 0.177 0.421 -0.334 0.259 0.379
H -2.306 -2.419 -1.164 -0.462 0.013 -0.617 0.333
H -4.738 -1.925 -2.219 0.073 -0.082 -0.279 0.290
H -5.956 -1.403 -1.072 0.246 0.448 0.265 0.258
H -5.188 -2.936 -0.847 -0.009 -0.382 0.010 0.303
H -3.396 -1.229 2.092 0.076 -0.126 -0.387 0.227
H -1.911 -1.717 2.673 -0.283 -0.008 0.161 0.231
C -7.274 -4.026 5.289 -0.224 -0.021 0.068 -1.398
C -8.662 -3.491 4.818 0.118 -0.717 2.699 0.622
C -9.758 -3.272 5.909 -0.361 -0.117 0.045 -0.843
O -11.032 -3.037 5.225 0.019 0.328 0.630 -0.249
C -12.180 -2.715 6.048 0.906 -0.613 0.732 -0.781
N -8.364 -2.248 4.175 -0.569 -0.083 -1.029 -0.743
H -6.659 -4.179 4.402 -0.231 -0.444 -0.317 0.339
H -7.303 -4.954 5.860 -0.140 -0.047 -0.088 0.366
H -6.631 -3.320 5.814 -0.638 0.373 0.459 0.370
H -9.104 -4.285 4.216 -0.037 0.040 -0.598 0.154
H -9.539 -2.485 6.631 0.154 0.733 -0.441 0.390
H -9.823 -4.125 6.585 -0.232 -0.661 -0.335 0.372
H -13.081 -2.493 5.476 0.507 0.013 -0.486 0.251
H -12.020 -1.921 6.778 0.441 0.633 -0.412 0.311
H -12.440 -3.526 6.729 0.047 -0.667 -0.239 0.313
H -9.249 -1.941 3.797 -0.247 0.587 -0.181 0.290
H -7.863 -2.579 3.363 0.482 0.665 -0.512 0.233
C 0.072 1.507 9.616 -0.160 0.216 1.117 -1.527
C -0.948 1.778 8.497 1.709 -1.751 0.727 0.537
C -2.427 1.639 8.955 2.099 1.076 -1.039 -0.555
O -2.603 0.308 9.340 -1.352 -0.401 0.038 -0.306
C -3.995 0.030 9.499 -0.472 0.169 0.357 -0.751
N -0.497 3.013 7.910 -1.311 1.102 0.461 -0.753
H -0.104 0.656 10.275 -0.478 -0.047 -0.206 0.322
H 0.098 2.403 10.236 -0.210 0.092 0.300 0.404
H 1.120 1.399 9.337 -0.069 -0.068 -0.821 0.374
H -0.708 1.061 7.712 -0.881 -1.010 0.164 0.241
H -3.001 1.945 8.081 -0.593 -0.376 -0.194 0.323
H -2.646 2.390 9.715 -0.052 -0.156 0.528 0.315
H -4.588 0.493 8.709 0.083 0.005 -0.256 0.317
H -4.406 0.403 10.437 0.283 0.507 0.268 0.298
H -4.281 -1.020 9.547 0.882 -0.254 -0.398 0.272
H -1.031 3.111 7.058 0.578 0.477 -0.483 0.249
H 0.492 2.872 7.761 -0.055 0.424 -0.574 0.240
C -13.377 -5.138 -0.900 -2.095 0.146 -0.734 -1.340
C -14.154 -3.791 -0.688 -0.096 -0.840 -0.836 0.392
C -15.522 -3.941 0.012 0.834 -1.701 -0.163 -0.818
O -16.282 -4.928 -0.670 -1.012 0.088 0.764 -0.314
C -17.446 -5.302 0.127 1.114 -0.159 -1.374 -0.727
N -13.273 -2.925 0.053 -0.726 0.948 0.579 -0.719
H -12.377 -5.020 -1.317 -0.005 0.271 0.615 0.368
H -13.911 -5.773 -1.607 -0.165 0.136 -0.295 0.340
H -13.475 -5.745 0.000 0.717 0.245 0.367 0.288
H -14.417 -3.237 -1.589 0.532 -0.510 -0.671 0.362
H -16.103 -3.029 0.149 0.182 0.401 -0.248 0.405
H -15.262 -4.324 0.998 -0.214 -0.086 0.602 0.354
H -18.145 -4.468 0.181 0.070 0.099 0.456 0.282
H -17.082 -5.694 1.077 -0.322 0.277 0.285 0.328
H -17.945 -6.110 -0.408 0.089 0.018 -0.028 0.246
H -13.446 -3.158 1.020 0.637 -0.306 0.672 0.253
H -13.792 -2.060 0.010 0.476 0.973 0.013 0.304
C 0.680 4.734 -9.271 -0.666 -0.437 0.949 -1.235
C -0.810 5.017 -9.463 0.630 1.860 0.630 0.529
C -1.588 5.469 -8.156 0.886 -3.400 -0.510 -0.728
O -1.620 4.345 -7.187 -0.432 0.901 -0.111 -0.343
C -2.441 3.224 -7.536 0.253 0.583 -0.101 -0.696
N -0.877 6.140 -10.363 -0.914 1.193 -1.343 -0.792
H 0.718 4.111 -8.377 0.572 -0.372 -0.128 0.323
H 1.251 5.635 -9.049 -0.181 0.190 -0.022 0.318
H 1.130 4.265 -10.147 -0.136 -0.121 0.141 0.322
H -1.277 4.199 -10.011 -0.218 -0.194 0.514 0.276
H -2.571 5.765 -8.523 -0.370 -0.052 0.464 0.388
H -1.087 6.302 -7.664 0.033 -0.171 0.013 0.307
H -2.005 2.704 -8.389 -0.384 0.050 -0.349 0.270
H -3.480 3.529 -7.665 -0.067 0.129 -0.604 0.288
H -2.513 2.471 -6.751 0.615 0.394 0.485 0.271
H -0.519 7.014 -10.006 0.944 -0.171 0.505 0.270
H -1.837 6.436 -10.468 -0.565 -0.384 -0.531 0.233
C 5.204 8.253 0.497 1.406 -0.540 -0.159 -1.369
C 3.764 8.623 0.636 -0.537 0.384 -1.685 0.431
C 2.901 7.961 -0.464 -0.391 -1.478 -1.161 -0.832
O 2.865 6.527 -0.363 0.720 -1.548 0.019 -0.294
C 2.473 5.746 -1.543 -1.071 2.375 0.100 -0.816
N 3.426 8.349 1.998 -0.711 -1.238 0.745 -0.753
H 5.804 8.819 1.209 0.026 0.392 -0.315 0.363
H 5.571 8.336 -0.526 0.055 0.443 0.000 0.364
H 5.457 7.227 0.766 -0.618 -0.318 0.073 0.286
H 3.682 9.682 0.394 -0.081 0.268 0.254 0.320
H 3.262 8.108 -1.482 0.619 0.840 0.005 0.398
H 1.871 8.315 -0.515 -0.276 0.306 0.534 0.387
H 2.892 6.029 -2.508 1.325 0.258 0.240 0.329
H 1.468 6.106 -1.766 -0.741 -0.741 0.271 0.333
H 2.529 4.659 -1.473 0.115 0.346 0.835 0.264
H 2.487 8.538 2.318 -0.352 0.981 -0.435 0.273
H 3.342 7.344 1.945 0.512 -0.741 0.685 0.318
C 6.292 -8.677 -4.276 0.474 -0.913 1.280 -1.434
C 5.619 -7.445 -4.783 -1.578 -0.332 -0.132 0.570
C 4.428 -6.841 -3.941 0.032 -1.584 -0.516 -0.654
O 3.506 -7.922 -3.648 0.315 0.517 0.527 -0.320
C 2.266 -7.419 -3.156 0.397 0.690 -0.296 -0.761
N 6.632 -6.471 -4.977 0.177 1.679 -0.083 -0.701
H 6.989 -8.466 -3.466 -0.365 0.333 0.672 0.321
H 7.037 -8.984 -5.010 -0.502 -0.521 -0.524 0.386
H 5.632 -9.479 -3.943 0.068 -0.128 -0.353 0.323
H 5.240 -7.741 -5.761 -0.537 0.270 -0.118 0.156
H 3.882 -6.053 -4.459 0.157 -0.006 -0.586 0.392
H 4.768 -6.356 -3.026 0.315 -0.252 0.423 0.322
H 1.731 -6.995 -4.006 -0.441 -0.065 0.002 0.308
H 2.413 -6.601 -2.450 0.268 0.198 0.152 0.303
H 1.653 -8.134 -2.608 0.361 -0.509 -0.459 0.259
H 7.477 -6.950 -5.252 0.235 0.259 -0.041 0.285
H 6.781 -6.085 -4.055 0.633 0.374 0.055 0.246
C 8.710 -6.650 5.719 -0.973 -0.532 0.154 -1.275
C 9.191 -5.419 6.410 -0.869 -0.351 1.220 0.464
C 8.333 -4.985 7.682 -0.866 -0.543 -0.911 -0.768
O 6.901 -4.988 7.434 1.364 -1.799 1.612 -0.356
C 6.295 -3.973 6.756 0.410 0.819 -1.500 -0.689
N 10.623 -5.578 6.742 -0.907 1.773 -0.476 -0.686
H 8.868 -7.545 6.322 0.074 -0.165 -0.091 0.341
H 9.172 -6.749 4.737 0.172 -0.098 0.156 0.313
H 7.637 -6.533 5.569 -0.109 -0.270 -0.082 0.315
H 8.911 -4.661 5.679 1.215 0.684 -0.055 0.201
H 8.642 -4.017 8.077 0.135 0.465 -0.391 0.427
H 8.461 -5.645 8.539 0.038 -0.464 -0.240 0.308
H 6.576 -4.009 5.703 0.000 0.078 -0.505 0.270
H 6.627 -2.990 7.089 -0.391 0.293 0.393 0.307
H 5.216 -4.128 6.766 0.053 0.251 0.433 0.256
H 10.768 -4.723 7.261 1.048 0.161 0.237 0.291
H 10.793 -6.328 7.397 -0.395 -0.299 0.044 0.280
C 9.651 3.284 -4.934 0.576 -0.105 0.529 -1.375
C 8.922 3.095 -6.270 0.322 -0.519 0.327 0.719
C 7.400 3.155 -6.209 -0.315 0.257 1.809 -0.751
O 6.795 2.294 -5.234 0.613 -0.164 0.375 -0.318
C 6.674 0.935 -5.641 0.157 1.064 -0.562 -0.663
N 9.363 4.106 -7.231 0.322 0.018 -0.053 -0.715
H 9.698 2.397 -4.302 -1.044 -0.224 0.019 0.327
H 9.368 4.133 -4.311 -0.350 0.049 -0.230 0.306
H 10.733 3.357 -5.048 0.176 0.555 -0.782 0.393
H 9.209 2.080 -6.545 0.018 -0.274 -0.520 0.069
H 6.932 3.038 -7.186 0.036 -0.142 -0.229 0.382
H 7.138 4.127 -5.790 0.006 0.298 -0.453 0.323
H 5.991 1.033 -6.485 -0.104 -1.074 -0.268 0.303
H 6.288 0.297 -4.846 -0.189 0.410 0.044 0.232
H 7.644 0.537 -5.938 0.008 -0.174 -0.225 0.256
H 9.012 3.943 -8.165 -0.524 -0.145 -0.056 0.249
H 10.360 4.017 -7.365 0.290 0.164 0.281 0.263
C 12.401 -2.984 -3.359 -1.008 -0.266 0.078 -1.438
C 12.507 -4.023 -2.221 0.824 1.000 -0.257 0.505
C 11.475 -3.801 -1.140 -1.335 2.503 0.088 -0.807
O 10.073 -3.900 -1.597 1.941 -1.418 -0.472 -0.344
C 9.226 -3.025 -0.939 -0.932 0.398 -0.154 -0.767
N 12.425 -5.361 -2.719 -0.430 -1.058 -0.194 -0.741
H 11.370 -3.065 -3.703 0.017 0.010 -0.528 0.275
H 13.094 -3.181 -4.177 -0.096 -0.272 0.137 0.349
H 12.514 -1.935 -3.085 0.228 -0.082 0.507 0.354
H 13.515 -3.898 -1.826 -0.057 0.168 0.633 0.339
H 11.608 -2.742 -0.919 -0.020 0.259 0.545 0.462
H 11.562 -4.334 -0.192 0.311 -0.492 -0.223 0.363
H 8.185 -3.344 -0.997 0.042 -0.799 0.114 0.243
H 9.140 -2.099 -1.508 0.645 0.691 0.460 0.285
H 9.484 -2.933 0.116 0.021 0.461 0.017 0.340
H 13.027 -5.932 -2.143 0.199 -0.286 -0.102 0.287
H 11.498 -5.619 -2.412 -0.365 -0.822 -0.651 0.295
C -7.561 0.279 -12.476 -0.615 -0.651 -0.150 -1.288
C -6.553 -0.347 -11.504 -1.880 0.937 0.679 0.364
C -7.318 -1.313 -10.552 0.484 1.239 1.500 -0.722
O -8.235 -0.566 -9.693 0.121 -0.773 -0.595 -0.326
C -8.966 -1.433 -8.825 0.040 0.504 0.114 -0.743
N -5.479 -0.991 -12.234 -0.250 -0.417 0.283 -0.747
H -8.311 -0.493 -12.642 0.038 -0.251 -0.819 0.265
H -7.082 0.595 -13.402 -0.108 -0.061 0.059 0.380
H -8.216 1.064 -12.099 0.622 0.325 0.432 0.322
H -6.221 0.474 -10.869 0.620 -0.188 0.081 0.334
H -6.560 -1.697 -9.869 0.188 -0.505 0.072 0.359
H -7.827 -2.159 -11.014 -0.111 0.083 -0.472 0.386
H -9.451 -0.860 -8.035 0.126 0.454 -0.200 0.266
H -8.320 -2.129 -8.290 0.203 -0.286 -0.246 0.305
H -9.776 -1.952 -9.337 0.154 -0.276 -0.285 0.290
H -5.872 -1.895 -12.457 0.105 -0.383 -0.729 0.272
H -4.722 -1.245 -11.615 0.265 0.250 0.277 0.284
C 7.523 3.656 9.269 -0.186 -0.020 -0.288 -1.440
C 7.217 4.740 8.244 -0.097 0.524 -0.497 0.441
C 6.821 4.332 6.804 0.191 -0.591 -0.045 -0.706
O 5.540 3.655 6.684 1.105 -0.002 -0.243 -0.262
C 5.236 3.293 5.326 -1.091 1.069 0.511 -0.780
N 6.148 5.591 8.740 -0.638 -0.437 0.692 -0.770
H 8.490 3.180 9.109 -0.109 -0.143 -0.290 0.353
H 6.719 2.921 9.224 0.107 -0.232 0.184 0.275
H 7.562 4.079 10.273 -0.172 0.131 -0.094 0.380
H 8.072 5.411 8.153 0.383 -0.235 -0.263 0.357
H 7.584 3.723 6.319 0.186 -0.182 -0.024 0.360
H 6.790 5.293 6.291 -0.226 0.031 -0.468 0.362
H 5.268 4.176 4.687 0.622 0.145 -0.182 0.317
H 4.167 3.080 5.298 0.010 -0.456 0.308 0.248
H 5.768 2.461 4.865 0.450 0.006 0.447 0.287
H 5.358 4.969 8.650 -0.772 0.164 0.434 0.303
H 5.929 6.331 8.088 0.227 0.231 -0.190 0.273